Computed, not measured: 10 unconnected molecules or ions with the total composition C54H52O17 in a non-equilibrium geometry, with wB97M-V/def2-TZVPD.

Structure (XYZ):
```
123
Properties=species:S:1:pos:R:3:forces:R:3:mulliken_charge:R:1
O -2.307354 4.364626 0.417628 -0.2 0.1 -1.0 -0.54
C -3.284271 3.881270 0.957515 0.8 -0.5 -0.2 0.25
C -3.202622 3.730622 2.377226 -1.7 -0.3 2.9 -0.18
C -4.275376 3.293564 3.078562 0.6 -0.4 -0.8 -0.73
C -5.469864 2.762873 2.356213 -1.1 0.3 0.1 0.65
O -6.404365 2.263555 2.961721 0.6 0.1 0.0 -0.58
C -5.557157 2.868473 0.868638 1.2 0.0 -0.2 -0.50
C -4.460460 3.343372 0.232555 -0.6 0.1 -0.3 -0.25
H -2.298490 4.055847 2.875077 0.0 0.0 -0.1 0.52
H -4.342137 3.158176 4.153319 0.3 0.2 -0.1 0.42
H -6.489713 2.443763 0.445892 0.9 0.4 0.0 0.45
H -4.256431 3.427366 -0.828219 -0.7 -0.1 -0.3 0.49
O -2.543987 -0.912670 -3.494390 0.8 0.8 -0.6 -0.15
C -3.057355 -1.858470 -2.970798 -2.4 -0.3 0.6 -0.45
C -2.348663 -2.751268 -2.057362 0.8 0.2 -0.9 0.28
C -2.873449 -3.857093 -1.590732 -2.1 -0.6 -0.5 -0.25
C -4.278457 -4.229942 -1.983443 -0.9 -1.0 0.1 0.03
O -4.797547 -5.327554 -1.804712 1.2 0.6 0.4 -0.60
C -5.098342 -3.246783 -2.692181 1.5 1.6 -0.2 -0.45
C -4.539134 -2.116114 -3.140737 -0.3 0.0 -0.8 -0.48
H -1.316018 -2.520812 -1.994661 1.0 0.2 0.6 0.44
H -2.392131 -4.585492 -1.009567 0.9 -0.7 0.7 0.68
H -6.116752 -3.462310 -2.854465 -1.0 -0.4 -0.1 0.59
H -5.138200 -1.396175 -3.739581 0.7 -0.4 0.5 0.38
O 2.912065 4.245893 -0.412245 -0.5 0.3 0.6 -0.60
C 2.869234 4.519798 0.777446 0.6 -1.2 -0.2 0.59
C 1.692875 4.196027 1.658611 0.9 1.9 -1.3 -0.22
C 1.762212 4.570859 2.916892 -0.8 -0.1 0.9 -0.26
C 2.974447 5.137111 3.548295 0.0 -0.1 -1.9 0.23
O 2.933254 5.389097 4.703213 0.3 0.6 2.8 -0.55
C 4.135219 5.472379 2.695988 -2.2 -1.9 -2.6 -0.71
C 4.091256 5.123940 1.401451 -0.5 -0.1 -0.3 -0.38
H 0.752213 4.217045 1.162793 -0.8 -1.0 -0.4 0.51
H 0.864252 4.615614 3.553493 0.5 -0.2 -0.2 0.42
H 4.993672 5.825321 3.088190 2.5 1.3 1.6 0.55
H 4.867698 5.183216 0.622609 0.0 0.3 0.9 0.38
O -7.144720 -0.482383 -0.639324 0.0 -0.7 0.6 -0.61
C -6.275861 -1.105635 -0.064618 2.2 1.1 -1.2 0.12
C -4.788229 -0.650914 -0.326284 -3.4 1.1 -0.5 -0.37
C -3.813444 -0.994182 0.448123 2.4 -1.0 1.3 0.34
C -4.037015 -2.049465 1.468666 -1.0 -0.3 -0.2 0.32
O -3.179318 -2.434659 2.207064 1.5 -0.2 0.7 -0.52
C -5.379773 -2.695509 1.593007 -1.2 0.0 -0.8 -0.36
C -6.423430 -2.242898 0.845034 0.0 -1.0 1.3 -0.56
H -4.744064 0.180830 -1.014066 0.2 -0.1 -0.4 0.82
H -2.763819 -0.635159 0.380875 -0.9 -0.1 0.0 -0.04
H -5.443796 -3.573005 2.301546 0.0 1.2 -0.9 0.40
H -7.420731 -2.680393 0.942736 0.3 0.1 -0.1 0.44
O 0.685543 -3.771818 -1.120452 0.1 0.8 -1.9 -0.25
C 0.739986 -4.205245 -0.009303 -0.8 -0.9 1.7 0.11
C 0.607986 -3.277181 1.153620 0.8 -1.5 0.3 -0.22
C 0.548301 -3.700743 2.418720 -0.1 0.2 -0.6 -0.40
C 0.614697 -5.139919 2.730306 -0.2 -0.2 -2.0 0.09
O 0.510877 -5.498858 3.867208 0.2 -1.0 0.5 -0.56
C 0.828856 -6.091851 1.496385 0.3 -0.1 0.6 -0.55
C 0.852316 -5.671376 0.227475 0.2 1.8 2.0 -0.59
H 0.746472 -2.285385 0.846723 -0.4 1.6 -0.1 0.62
H 0.462100 -3.048606 3.281126 0.0 0.2 -0.2 0.77
H 1.088753 -7.132936 1.670140 -0.4 0.1 0.5 0.37
H 1.116095 -6.243120 -0.615408 0.0 -0.9 -0.8 0.55
O 5.192099 -2.260425 -2.606447 0.7 0.6 0.1 -0.59
C 4.132010 -2.127691 -3.169844 -0.2 0.8 0.1 0.53
C 3.241924 -3.269576 -3.227904 -2.5 0.5 -1.2 -0.39
C 2.017101 -3.177126 -3.794086 0.9 -0.5 -0.5 -0.31
C 1.574369 -1.931414 -4.545155 -0.9 -1.6 1.2 0.46
O 0.411782 -1.844841 -4.927300 1.4 0.3 0.0 -0.56
C 2.562242 -0.844887 -4.581465 -0.1 1.7 0.8 -0.31
C 3.653071 -0.819945 -3.789201 0.6 -1.4 -1.1 -0.48
H 3.544767 -4.165183 -2.757839 0.5 -0.7 0.5 0.56
H 1.379354 -4.073162 -3.814760 0.0 0.7 0.0 0.29
H 2.188679 0.080206 -5.029898 0.3 -0.3 -0.3 0.41
H 4.395160 -0.009980 -3.790209 -0.6 -0.1 0.2 0.50
O -3.433256 3.807687 -3.592737 2.6 -2.0 -1.0 -0.69
C -2.390602 3.209077 -3.988699 -2.1 2.4 0.9 0.54
C -1.069166 3.826693 -3.764281 -0.6 0.7 1.3 -0.57
C 0.052201 3.304316 -4.232007 1.3 1.0 -1.0 -0.46
C 0.052158 2.128915 -5.132899 -0.5 -0.8 0.3 0.55
O 1.020997 1.784266 -5.782534 -0.4 0.3 0.3 -0.64
C -1.263327 1.417978 -5.205699 -0.3 0.3 -0.8 -0.01
C -2.381025 1.998765 -4.769422 -1.7 -1.4 -0.6 -0.14
H -1.138948 4.728430 -3.137342 0.4 -0.3 -0.4 0.41
H 1.008688 3.858330 -4.224488 -0.5 -0.5 0.5 0.44
H -1.396879 0.538311 -5.821414 0.6 -0.2 0.1 0.35
H -3.384354 1.563638 -5.029441 1.1 0.4 0.5 0.29
C 3.050376 -0.149850 4.911419 1.5 -1.5 1.3 -0.07
C 3.070762 -1.359141 5.952146 -0.9 0.5 -2.1 -1.04
C 1.862531 -2.189168 5.573045 -1.1 1.0 0.4 -0.26
O 1.063953 -1.318874 4.746859 0.0 0.1 -0.3 -0.39
C 1.616207 0.035265 4.737829 -3.2 -0.5 -1.7 -0.07
H 3.452521 -0.429716 3.945081 0.5 -0.2 0.1 0.04
H 3.616843 0.651025 5.370273 -0.1 0.5 -0.3 0.45
H 2.953853 -1.018854 6.927849 -0.4 1.1 1.7 0.36
H 3.908825 -1.972519 6.003988 1.9 -0.8 -0.5 0.44
H 1.278620 -2.407938 6.501840 0.3 -0.4 -0.8 0.24
H 2.069020 -3.081454 4.978667 0.1 -0.1 0.3 0.29
H 1.101452 0.555693 5.526181 0.1 0.6 0.6 0.23
H 1.199956 0.464110 3.741467 1.2 -0.5 1.5 -0.12
C -0.796777 0.774866 -1.189969 0.4 -0.4 -1.2 0.63
C 0.340774 0.458363 -2.250003 -1.8 -0.4 1.2 0.88
C 1.333342 -0.264551 -1.328046 0.2 -0.9 -2.0 2.57
O 0.935997 -0.130690 0.002128 0.3 -0.1 1.1 0.00
C -0.085663 0.844571 0.146845 -0.3 -0.2 -1.4 -0.21
H -1.534025 -0.031184 -1.230914 0.2 -0.1 0.2 -1.38
H -1.345391 1.651485 -1.451460 -0.3 0.9 -0.1 0.62
H 0.748876 1.389167 -2.623129 0.0 0.0 -0.4 -0.09
H -0.148602 -0.208434 -3.024858 1.0 1.0 0.6 -0.83
H 2.365143 0.036408 -1.516497 0.0 0.5 0.4 -1.46
H 1.322304 -1.316798 -1.649833 -0.1 -0.1 0.7 -1.16
H 0.324485 1.852713 0.310278 -0.1 -0.3 0.3 -0.39
H -0.780292 0.500895 0.902824 0.2 0.2 0.7 0.75
C 5.063849 0.565064 -0.506053 0.6 0.6 2.1 -0.13
C 4.576167 -0.109065 0.803149 0.1 0.7 1.0 -0.30
C 3.978711 1.127849 1.572039 0.5 -1.2 -0.1 0.67
O 4.752284 2.223386 1.199315 0.4 0.8 0.7 -0.42
C 5.427974 1.987275 -0.011426 -0.4 0.8 -1.1 -0.62
H 4.304429 0.686790 -1.220203 -1.2 -0.1 -0.9 -0.35
H 5.882775 0.070066 -0.973854 0.6 -0.5 -0.3 0.46
H 5.455299 -0.527950 1.392309 -1.1 0.4 -0.8 0.38
H 3.767239 -0.848892 0.727614 0.5 0.0 -0.3 0.11
H 3.960590 1.017914 2.665168 0.3 0.1 -0.3 -0.21
H 2.977123 1.343267 1.261896 -1.0 -0.3 -0.3 -0.30
H 6.449797 2.256011 0.172933 1.0 -0.6 0.0 0.32
H 5.121728 2.755802 -0.751359 -0.3 -0.4 0.2 0.29
```
Forces are in eV/Å.

HOMO energy ... -9.408 eV
Orbital gap ... 7.65 eV
Total energy ... -91636.6296 eV
SMILES string ... O=C1C=CC(=O)C=C1.O=C1C=CC(=O)C=C1.O=C1C=CC(=O)C=C1.O=C1C=CC(=O)C=C1.O=C1C=CC(=O)C=C1.O=C1C=CC(=O)C=C1.O=C1C=CC(=O)C=C1.C1CCOC1.C1CCOC1.C1CCOC1

***

Computed, not measured: a molecular structure, C54H53BrCsN9O in a non-equilibrium geometry, with wB97M-V/def2-TZVPD.

Structure (XYZ):
```
119
Properties=species:S:1:pos:R:3:forces:R:3:mulliken_charge:R:1
Cs 0.955434 -1.606413 2.705163 -0.9 1.2 -0.7 1.33
Br -3.032053 -7.875889 3.128856 0.0 0.0 0.0 -0.30
C -2.607838 -6.031207 3.381150 0.0 0.0 0.0 -0.05
C -1.645832 -5.428189 2.578198 0.0 -0.1 0.0 -0.62
C -1.350022 -4.097796 2.765165 -0.1 0.1 0.0 0.88
C -1.991012 -3.311041 3.756328 -0.1 -0.1 0.1 0.48
C -2.968762 -3.968002 4.542572 0.0 0.2 0.0 -0.61
C -3.268932 -5.303641 4.355899 0.0 -0.1 0.0 -0.68
N -1.625297 -2.004496 3.838440 -0.3 0.0 0.0 0.60
C -2.095430 -1.185959 4.770016 -0.2 -0.1 0.1 -0.69
C -1.841912 0.210892 4.758452 -0.1 0.0 0.0 0.50
C -2.413339 1.038112 5.765597 0.0 -0.1 0.0 -1.15
C -2.269037 2.396244 5.697975 0.0 0.1 0.0 -0.27
C -1.550398 2.955110 4.631544 0.0 0.0 0.0 -1.09
C -0.988415 2.079241 3.715447 0.1 0.2 0.0 -0.05
N -1.092858 0.761928 3.760000 -0.1 -0.3 0.0 0.34
H -1.133886 -5.996035 1.810660 0.0 0.0 0.0 0.51
H -0.611780 -3.625203 2.129001 -0.2 -0.3 -0.1 -0.98
H -3.514518 -3.417927 5.295548 0.0 0.0 0.0 0.20
H -4.025894 -5.779719 4.967067 0.0 0.0 0.0 0.38
H -2.727708 -1.540809 5.590257 0.0 0.0 0.0 0.06
H -2.972842 0.576848 6.571436 0.0 0.0 0.0 0.36
H -2.708761 3.034710 6.457848 0.0 0.0 0.0 0.36
H -1.424892 4.023503 4.526180 0.0 0.0 0.0 0.44
H -0.408904 2.469625 2.885705 0.1 0.1 -0.1 0.32
C 2.214507 3.850339 1.986862 0.0 0.0 0.0 -1.72
C 2.314878 2.339679 1.765948 -0.1 0.0 0.1 1.79
C 2.736785 1.639242 3.058098 -0.1 0.0 -0.1 -1.27
C 3.237522 2.028211 0.607138 0.0 0.0 0.1 0.54
C 4.582178 2.367672 0.668689 0.1 0.0 0.0 -0.24
C 5.421093 2.167201 -0.411959 0.0 0.0 0.0 -1.59
C 4.902327 1.633424 -1.584561 0.0 0.1 0.0 -0.56
C 3.565301 1.286219 -1.689709 -0.1 -0.1 0.0 0.83
C 3.003992 0.682343 -2.964757 0.0 0.1 0.0 2.24
C 2.809911 -0.822489 -2.789859 0.0 -0.1 0.0 -1.51
C 3.841581 0.978417 -4.206237 0.0 0.0 0.0 -2.26
C 2.719546 1.461904 -0.566919 0.0 0.1 -0.1 -0.59
N 1.401490 1.024215 -0.604598 0.0 -0.3 -0.1 -0.56
C 0.484877 1.715423 -1.238893 0.0 0.0 0.0 -0.38
C -0.810149 1.181137 -1.595267 0.1 0.1 -0.1 -0.02
N -1.168636 -0.057819 -1.390100 0.2 -0.2 0.1 -0.29
C -2.293485 -0.564578 -2.017051 0.0 0.0 -0.2 -0.95
C -2.278400 -0.873811 -3.394794 0.0 0.0 0.1 0.73
C -3.422342 -1.402071 -3.978701 0.0 0.0 0.0 -0.39
C -4.567559 -1.637193 -3.237053 0.0 0.0 0.0 -1.49
C -4.560638 -1.367352 -1.875845 0.0 0.0 0.0 -0.36
C -3.439174 -0.846109 -1.248781 -0.1 0.0 0.1 0.94
C -3.406750 -0.540828 0.233891 -0.1 0.0 0.1 1.50
C -4.460329 -1.296218 1.040001 0.1 0.0 0.0 -2.05
C -3.539829 0.962051 0.491664 0.0 0.0 0.0 -0.95
C -1.033890 -0.674361 -4.242729 0.0 0.0 0.0 2.66
C -0.508038 -2.015229 -4.760237 0.0 0.1 0.0 -1.64
C -1.275579 0.286933 -5.407745 0.0 0.0 0.1 -1.60
C -1.567469 2.267124 -2.267883 -0.1 0.0 -0.1 0.34
C -2.841258 2.397218 -2.766017 0.2 -0.1 0.1 0.69
C -3.217498 3.630678 -3.354455 0.0 0.2 -0.1 -1.11
C -2.364029 4.702248 -3.443350 -0.1 0.0 0.0 -0.89
C -1.047335 4.601769 -2.917831 0.0 -0.1 0.0 1.37
C -0.046922 5.611855 -2.901907 0.1 0.0 0.0 -0.89
C 1.171731 5.349474 -2.327837 -0.1 0.1 -0.1 -1.14
C 1.494513 4.101581 -1.738047 -0.1 -0.2 0.0 -0.28
C 0.548246 3.103060 -1.745630 0.1 0.1 0.0 1.15
C -0.705149 3.386363 -2.346149 0.0 0.0 0.0 -1.86
H 1.466707 4.077585 2.748811 0.0 0.0 0.1 0.43
H 1.932828 4.362018 1.066237 0.0 0.0 0.0 0.38
H 3.169923 4.257376 2.325068 0.1 0.0 0.0 0.37
H 1.322122 1.971208 1.488992 0.1 0.0 0.0 -0.28
H 3.719401 1.976335 3.392845 0.0 0.0 0.0 0.40
H 2.796541 0.560765 2.906790 0.2 0.1 0.0 -0.27
H 2.012787 1.841181 3.850347 0.0 0.0 0.1 0.40
H 4.981399 2.797260 1.579805 0.0 0.0 0.0 0.36
H 6.467730 2.435471 -0.349695 0.0 0.0 0.0 0.36
H 5.560148 1.494275 -2.432939 0.0 0.0 0.0 0.30
H 2.012610 1.114583 -3.131711 0.0 0.0 0.0 -0.50
H 3.769140 -1.300238 -2.573396 0.0 0.0 0.0 0.36
H 2.396094 -1.271475 -3.695787 0.0 0.0 -0.1 0.40
H 2.124405 -1.015174 -1.968051 -0.1 -0.1 0.1 0.35
H 4.788945 0.435082 -4.191058 0.0 0.0 0.0 0.41
H 4.060179 2.043142 -4.295034 0.0 0.0 0.0 0.45
H 3.299416 0.665381 -5.100308 0.0 0.0 0.0 0.43
H -3.417575 -1.638524 -5.036898 0.0 0.0 -0.1 0.30
H -5.452130 -2.047971 -3.707921 0.0 0.0 0.0 0.35
H -5.447965 -1.577252 -1.294822 -0.1 0.0 0.1 0.33
H -2.418682 -0.842575 0.596297 0.0 0.0 0.0 0.14
H -5.466842 -0.929016 0.825175 -0.1 0.0 0.0 0.40
H -4.275765 -1.149686 2.103623 0.0 0.0 0.1 0.37
H -4.431231 -2.366458 0.837958 0.0 -0.1 0.0 0.45
H -4.489590 1.332673 0.097355 -0.1 0.0 0.0 0.22
H -2.732434 1.519751 0.020642 0.0 0.0 0.0 -0.15
H -3.508495 1.162173 1.562888 0.0 0.0 0.1 0.51
H -0.258705 -0.247089 -3.604499 0.0 0.0 0.0 -1.50
H -1.250288 -2.512682 -5.388259 0.0 0.0 0.0 0.36
H -0.262736 -2.677072 -3.931759 0.0 -0.1 0.1 0.31
H 0.394512 -1.866996 -5.357566 0.0 0.0 0.0 0.43
H -2.043726 -0.099918 -6.080819 0.0 0.0 0.0 0.34
H -0.359188 0.418865 -5.986205 0.1 0.0 0.0 0.42
H -1.597348 1.264518 -5.051654 0.0 0.0 0.0 0.28
H -3.554865 1.586668 -2.723396 0.0 0.0 0.0 0.49
H -4.221072 3.723741 -3.752166 0.0 0.0 0.0 0.41
H -2.693157 5.625031 -3.906292 0.0 0.0 0.0 0.38
H -0.249133 6.582249 -3.338833 0.0 0.0 0.0 0.36
H 1.924855 6.128776 -2.319464 0.0 0.0 0.0 0.42
H 2.468563 3.957516 -1.294924 0.1 0.0 0.0 0.70
O 3.264498 -2.533414 3.224935 1.8 -0.3 0.5 -0.70
N 4.153482 -1.636262 3.333520 -0.1 -0.2 -0.1 0.02
C 4.875612 -1.609687 4.449250 -0.2 -0.1 -0.1 0.42
C 4.729443 -2.555895 5.505372 -0.1 -0.1 0.1 0.32
N 4.629259 -3.315392 6.365700 0.0 0.0 0.0 -0.55
C 5.857147 -0.593274 4.588480 0.2 0.2 -0.1 0.05
N 6.668929 0.212731 4.730658 0.0 0.0 0.0 -0.59
N 2.517886 -4.829688 -0.955930 0.1 0.0 -0.1 -0.03
C 1.251401 -5.234818 -1.301665 -0.1 0.0 -0.1 -0.78
C 0.409777 -4.426439 -0.599950 0.0 -0.1 -0.1 -0.46
N 1.129158 -3.543937 0.160418 -0.1 0.1 0.2 0.23
C 2.383800 -3.808851 -0.075135 0.1 0.0 0.1 -0.77
H 3.382864 -5.207319 -1.301847 -0.1 0.1 0.0 0.20
H 1.073701 -6.027990 -2.002145 0.0 -0.1 -0.1 0.43
H -0.665233 -4.412939 -0.600981 -0.1 0.0 0.0 0.53
H 3.219771 -3.299929 0.368049 0.2 0.1 0.1 0.54
```
Forces are in eV/Å.

Total charge ... -2
HOMO energy (alpha / beta) ... -0.918 / -0.943 eV
Orbital gap (alpha / beta) ... 4.38 / 4.40 eV
Total energy ... -142908.1002 eV

***

What is the total energy in the second record? -142908.1002 eV

***

Which of these has the highest total energy? C54H52O17